Record 1
This record from the OMol25 dataset describes a structure of composition C4H10NOS. The level of theory is wB97M-V/def2-TZVPD.

```
17
Properties=species:S:1:pos:R:3:forces:R:3:mulliken_charge:R:1
C 0.254151 -1.950027 -0.773415 -0.121 -0.155 -0.569 -0.71
C 1.412659 -0.990224 -0.771628 0.656 -0.023 -0.252 -0.47
S 1.335156 0.423547 0.354045 0.263 -0.133 0.189 -0.42
N -1.021024 -1.433239 -1.226961 -0.143 -0.441 0.097 -0.67
H 0.128242 -2.330125 0.217888 -0.153 -0.325 0.815 0.32
H 0.540906 -2.805334 -1.409620 -0.101 0.043 0.069 0.35
H 1.598691 -0.687332 -1.809503 0.003 0.176 0.002 0.26
H 2.294020 -1.573181 -0.462794 0.001 0.148 -0.095 0.22
H -0.905911 -1.040122 -2.141951 0.071 0.190 -0.553 0.25
H -1.300329 -0.644530 -0.652250 -0.128 0.205 0.237 0.37
O -1.657861 1.031702 0.026240 -0.427 -0.327 -0.095 -0.79
C -0.624464 1.617345 0.396164 -0.210 0.297 0.157 0.15
C -0.478401 1.943293 1.878950 0.081 0.319 -0.477 -1.04
H -0.196848 2.364982 -0.281440 0.234 0.180 -0.026 0.32
H 0.401256 2.561192 2.058821 0.047 0.036 0.094 0.28
H -0.393569 1.028848 2.441764 -0.088 -0.266 0.258 0.25
H -1.386675 2.483206 2.155690 0.016 0.076 0.147 0.34
```
Positions in Å, forces in eV/Å.

Computed properties:
energy relative to the best compared isomer or geometry (same formula, charge and spin)	1.6665	eV
total charge	-1
LUMO	3.92	eV

=====

Record 2
This record from the OMol25 dataset describes the ion C4H10NOS with charge -1 in a non-equilibrium geometry. The level of theory is wB97M-V/def2-TZVPD.

```
17
Properties=species:S:1:pos:R:3:forces:R:3:mulliken_charge:R:1
C -0.277950 -0.226450 -1.834496 0.317 0.428 -0.425 -1.50
C 0.344838 0.196407 -0.496069 -0.570 -0.541 0.731 0.68
C 0.338991 -1.007891 0.478461 -0.042 0.102 -0.640 -1.12
S 1.299100 -2.419063 -0.198405 -0.264 -0.098 0.105 -0.26
N -0.388221 1.338941 0.053524 0.291 0.179 0.274 -0.53
C -0.634647 1.300244 1.563755 0.479 0.567 -0.302 -0.64
O -1.526026 0.409525 1.927796 -0.239 -0.183 0.293 -0.82
H 0.480146 -0.401530 -2.598970 0.007 -0.188 0.007 0.30
H -0.898579 -1.119760 -1.762591 0.062 -0.078 0.203 0.35
H -0.920204 0.566445 -2.222404 0.053 0.128 0.058 0.49
H 1.395344 0.474368 -0.599586 0.145 0.101 -0.348 0.24
H 0.811693 -0.734210 1.409245 -0.123 -0.044 0.270 0.39
H -0.701666 -1.279207 0.681763 0.358 -0.227 0.051 0.46
H 2.490234 -1.901433 0.099427 0.235 0.011 -0.034 0.09
H -1.330127 1.252018 -0.282894 -0.540 0.026 -0.207 0.26
H 0.411721 1.178828 1.988543 -0.183 0.026 -0.001 0.28
H -0.894648 2.372767 1.792903 0.015 -0.210 -0.033 0.34
```
Positions in Å, forces in eV/Å.

Computed properties:
energy relative to the best compared isomer or geometry (same formula, charge and spin)	2.4655	eV
total charge	-1
LUMO	3.19	eV
structure (SMILES)	C[C@H](CS)NC[O-]

=====

Record 3
This record from the OMol25 dataset describes the ion C4H10NOS with charge +1 in a non-equilibrium geometry. The level of theory is wB97M-V/def2-TZVPD.

```
17
Properties=species:S:1:pos:R:3:forces:R:3:mulliken_charge:R:1
C 1.539661 -1.064731 0.961911 -1.164 1.081 -1.027 -0.76
N 0.215574 -0.394391 0.334885 1.816 -0.284 1.928 0.07
C -0.898576 -1.330094 0.493625 -0.913 -0.658 -0.274 -0.71
O 0.495407 -0.097325 -0.978255 0.581 -0.516 -0.565 -0.27
C -0.387483 0.905670 -1.450146 -0.572 0.463 -0.157 -0.45
C -0.402449 2.032442 -0.414819 0.212 -0.006 0.185 -0.37
S -0.137936 1.192343 1.179622 0.021 -0.170 -0.236 0.06
H 2.350891 -0.365757 0.787336 -0.101 0.076 -0.030 0.35
H 1.362613 -1.211726 2.019439 -0.174 0.006 0.056 0.37
H 1.707307 -1.994764 0.430946 -0.171 -0.063 -0.057 0.35
H -0.952847 -1.651627 1.531683 0.079 0.134 -0.008 0.36
H -1.841856 -0.854396 0.230795 0.124 0.053 -0.004 0.33
H -0.736623 -2.196102 -0.150114 0.150 0.095 0.043 0.36
H -1.392243 0.500483 -1.616651 0.179 0.019 0.050 0.29
H 0.030307 1.231902 -2.404310 -0.037 -0.084 0.155 0.32
H 0.406307 2.745432 -0.565046 -0.037 -0.077 -0.030 0.35
H -1.358055 2.552640 -0.390902 0.005 -0.068 -0.030 0.37
```
Positions in Å, forces in eV/Å.

Computed properties:
energy relative to the best compared isomer or geometry (same formula, charge and spin)	3.1534	eV
total charge	+1
LUMO	-3.92	eV
structure (SMILES)	C[N+]1(C)OCCS1

=====

Record 4
This record from the OMol25 dataset describes a structure of composition C4H10NP in a non-equilibrium geometry. The level of theory is wB97M-V/def2-TZVPD.

```
16
Properties=species:S:1:pos:R:3:forces:R:3:mulliken_charge:R:1
C 0.564355 1.438691 -0.382024 -0.152 0.561 -0.167 -0.27
C 1.550336 1.428019 0.277460 1.599 0.835 1.181 0.07
C -0.665284 1.485992 -1.118862 1.247 -0.153 -1.048 -0.99
C 0.729385 -1.423572 1.547436 1.494 1.385 0.281 -0.64
N 1.546982 -1.741720 0.362831 -0.310 -0.501 1.743 -0.23
P 0.934353 -1.698492 -1.063848 1.173 -0.713 -0.545 0.04
H -3.939303 0.023714 -0.663299 -0.108 0.773 0.901 0.00
H 2.389980 1.657115 0.919619 -0.390 -0.541 -0.458 0.37
H -0.846582 0.456705 -1.422383 -0.604 0.307 -0.715 0.25
H -1.392373 1.838061 -0.479185 -1.956 0.309 1.584 0.28
H -0.635143 2.285589 -1.871304 0.180 -0.797 -0.458 0.30
H 0.231073 -2.306006 1.901669 -0.152 -0.529 0.165 0.32
H 1.392410 -1.018474 2.413209 -1.078 -0.666 -1.565 0.19
H -0.009204 -0.667917 1.276153 -0.207 0.056 0.418 0.25
H -4.011228 0.528180 -0.075410 0.107 -0.776 -0.899 0.00
H 2.160241 -2.285882 -1.622060 -0.841 0.451 -0.417 0.06
```
Positions in Å, forces in eV/Å.

Computed properties:
energy relative to the best compared isomer or geometry (same formula, charge and spin)	4.1413	eV
total charge	0
LUMO	-0.04	eV

=====

Record 5
This record from the OMol25 dataset describes a cluster of 2 separate species, C4H10NS in total in a non-equilibrium geometry. The level of theory is wB97M-V/def2-TZVPD.

```
16
Properties=species:S:1:pos:R:3:forces:R:3:mulliken_charge:R:1
C -2.475934 0.706717 -0.683353 -0.769 1.002 -0.251 -0.44
C -3.624784 1.337060 -0.323905 1.881 -1.986 -0.397 -0.44
H -2.293810 -0.340563 -0.434082 -0.078 0.249 -0.422 0.20
H -1.688499 1.242413 -1.265906 -0.455 -0.471 1.038 0.20
H -4.433612 0.690833 0.035013 0.148 0.799 0.349 0.22
H -3.632516 2.406292 -0.346338 -0.695 0.422 -0.289 0.24
C 2.080848 -1.033522 -0.199962 -0.039 0.438 -0.052 -0.48
C 1.800758 -0.989786 1.332090 0.511 -0.214 -0.721 -0.51
S 0.200804 -0.225102 1.652869 -0.508 -0.033 0.493 -0.70
N 1.681846 0.200451 -0.881867 -0.128 0.779 -0.309 -0.56
H 1.490577 -1.851997 -0.658080 0.263 0.182 0.336 0.19
H 3.151306 -1.219411 -0.402345 -0.274 -0.086 0.058 0.30
H 2.612066 -0.380220 1.813340 -0.464 -0.781 -0.170 0.20
H 1.803183 -2.061613 1.633845 0.287 0.716 0.348 0.23
H 2.420014 0.912073 -0.966294 -0.309 -0.669 0.397 0.20
H 0.907754 0.606374 -0.305018 0.630 -0.347 -0.409 0.17
```
Positions in Å, forces in eV/Å.

Computed properties:
energy relative to the best compared isomer or geometry (same formula, charge and spin)	1.1061	eV
total charge	-1
LUMO	3.99	eV

=====

Record 6
This record from the OMol25 dataset describes the ion C4H10NS with charge -1 in a non-equilibrium geometry. The level of theory is wB97M-V/def2-TZVPD.

```
16
Properties=species:S:1:pos:R:3:forces:R:3:mulliken_charge:R:1
C -2.550777 -0.056929 0.117811 0.354 -0.319 0.241 -1.03
C -1.061726 0.359362 0.058224 1.883 -1.122 -0.408 -0.31
N -0.146033 -0.808532 -0.150051 0.307 -2.039 2.662 -0.44
C 1.318748 -0.605707 -0.540599 -1.405 -0.787 0.784 -0.56
C 2.003944 0.543564 0.068644 2.247 1.196 1.444 -0.59
S 3.877208 0.550424 -0.281323 -0.982 -0.206 0.073 -0.68
H -2.828655 0.005961 1.176189 -0.312 -0.154 -0.183 0.26
H -2.729349 -1.112998 -0.221186 0.449 1.000 0.192 0.31
H -3.227847 0.599770 -0.441171 0.249 -0.031 0.050 0.28
H -0.725062 1.032286 -0.724204 -0.778 0.222 -0.560 0.37
H -0.709578 0.878398 0.945490 -0.539 0.255 0.490 0.27
H -0.001467 -1.391665 0.815078 -1.065 2.051 -2.831 0.26
H 1.729564 -1.488784 -0.039045 0.508 -0.120 -1.039 0.29
H 1.446480 -0.581262 -1.636667 -0.090 -0.276 0.464 0.21
H 1.667018 1.471740 -0.351923 -0.457 0.601 -0.046 0.20
H 1.937539 0.604376 1.204735 -0.370 -0.271 -1.333 0.16
```
Positions in Å, forces in eV/Å.

Computed properties:
energy relative to the best compared isomer or geometry (same formula, charge and spin)	1.0522	eV
total charge	-1
LUMO	3.58	eV
structure (SMILES)	CCNCC[S-]

=====

Record 7
This record from the OMol25 dataset describes the ion C4H10NS with charge +1 in a non-equilibrium geometry. The level of theory is wB97M-V/def2-TZVPD.

```
16
Properties=species:S:1:pos:R:3:forces:R:3:mulliken_charge:R:1
C 1.990961 -0.627836 -0.107221 -0.208 -1.173 -2.140 -0.73
N 0.655791 -1.440219 0.000156 -0.499 0.778 -1.405 -0.14
C -0.420458 -0.643394 0.568200 -2.614 1.861 1.853 -0.76
S -2.097817 -0.945156 -0.105485 0.080 -1.027 0.467 -0.04
C -1.071432 0.448660 -0.321793 2.096 -0.153 -1.795 0.30
C -1.395345 1.805471 0.095319 -1.921 3.371 0.698 -1.24
H 1.916450 -0.094257 -1.101292 0.390 -0.563 1.296 0.31
H 2.253097 0.067232 0.705721 -0.956 -0.507 -0.045 0.31
H 2.716424 -1.459562 -0.133150 0.132 0.854 -0.265 0.36
H 0.875485 -2.315422 0.467861 -0.414 -0.026 0.561 0.36
H 0.128099 -1.758429 -0.911067 1.941 0.712 1.201 0.50
H -0.419566 -0.428654 1.701615 0.449 -0.525 -2.019 0.45
H -0.650317 0.640418 -1.338135 0.029 -1.261 0.493 0.34
H -1.881327 1.851098 1.107059 0.591 0.183 -0.857 0.34
H -2.086147 2.431078 -0.643456 0.947 -1.988 1.330 0.31
H -0.513893 2.468967 0.015671 -0.043 -0.538 0.627 0.32
```
Positions in Å, forces in eV/Å.

Computed properties:
energy relative to the best compared isomer or geometry (same formula, charge and spin)	1.9467	eV
total charge	+1
LUMO	-3.52	eV
structure (SMILES)	C[NH2+][C@@H]1S[C@H]1C

=====

Result set for DFT total energy: -18683.4294; -18682.6305; -18673.9527; -15084.1564; -16635.0051; -16635.0591; -16627.0194 eV, one per record in the order listed.